Version a
The following is a quantum chemistry calculation of a structure of composition C7H9NO3, from OMol25.

As for the HOMO energy: -9.2 eV.

```
! wB97M-V def2-TZVPD RIJCOSX def2/J DEFGRID3
* xyz 0 1
H 2.407 2.399 -0.693
H -1.417 0.229 1.538
H 0.249 2.495 -0.847
H 1.807 0.069 -0.142
H 2.730 1.585 2.214
C -1.037 -1.904 -1.138
O -2.172 -2.510 0.869
H -0.268 -1.108 -3.251
H -1.808 -3.526 -0.641
C -1.264 -1.713 0.392
C 1.530 1.483 0.299
O -0.123 0.119 -1.450
H -0.358 2.223 0.852
O -1.451 -3.237 -1.587
N 1.619 1.783 2.104
C 0.091 1.856 -0.011
C -0.847 -0.418 0.839
C -0.478 0.411 -0.244
H 1.066 0.879 2.872
C -0.279 -1.115 -1.973
*
```

***

Version b
The following is a quantum chemistry calculation of a cluster of 2 separate species, C7H9NO3 in total, from OMol25.

As for the HOMO energy: -8.0 eV. The SMILES is C=Cc1ccco1.O/C=N/O.

```
! wB97M-V def2-TZVPD RIJCOSX def2/J DEFGRID3
* xyz 0 1
H 1.702 0.136 3.663
H -2.887 1.488 -0.542
O -0.942 0.840 -1.279
C 1.829 -1.424 -1.167
O 0.096 2.234 0.996
H 2.893 -1.306 -1.422
C -2.221 0.608 -0.842
H -1.133 -2.465 -1.144
C 1.016 -0.452 -1.572
C -2.483 -0.717 -0.846
H 1.506 -2.265 -0.719
H 0.352 2.008 2.987
O 1.876 -0.228 2.792
N 1.192 0.452 1.839
H 0.207 1.908 0.102
H 1.483 0.489 -1.825
C 0.678 1.550 2.065
C -0.374 -0.397 -1.345
H -3.489 -1.037 -0.655
C -1.303 -1.421 -1.086
*
```

***

Version c
The following is a quantum chemistry calculation of an isolated molecule of C7H9NO3, from OMol25.

As for the HOMO energy: -8.0 eV.

```
! wB97M-V def2-TZVPD RIJCOSX def2/J DEFGRID3
* xyz 0 1
C -0.749 2.269 -0.718
H 2.240 -1.363 0.784
H -0.140 1.775 -2.710
C -0.509 0.049 0.969
C -0.948 2.035 0.613
H -1.122 3.342 -1.107
O -1.621 -0.769 1.017
H 1.124 -2.256 -0.482
H -0.051 0.225 1.925
N 0.521 -0.324 -0.065
O -1.415 2.472 2.963
H -1.640 1.583 3.194
H -2.087 -0.783 0.197
C -1.076 2.891 1.734
C 1.171 -1.564 0.355
H 1.168 -0.140 -2.083
O -0.620 4.023 1.651
H 0.458 -2.028 1.041
C 0.475 0.226 -1.371
C -0.096 1.434 -1.641
*
```

***

Which is most stable? The ranking, best first, is version c, version b, version a.

***

Version a
The following is a quantum chemistry calculation of a cluster of 2 separate species, H2NO3S3 in total, from OMol25.

As for the HOMO energy: -4.0 eV.

```
! wB97M-V def2-TZVPD RIJCOSX def2/J DEFGRID3
* xyz -1 1
S 1.640 1.128 0.760
S 3.243 -1.099 0.028
O -1.263 0.864 -0.546
H 0.269 -1.110 -0.262
N 1.820 -0.384 0.211
H -0.447 0.944 -0.953
S -1.451 -0.244 0.655
O -0.629 -1.444 0.013
O -2.878 -0.665 0.571
*
```

***

Version b
The following is a quantum chemistry calculation of a cluster of 2 separate species, H2NO3S3 in total, from OMol25.

As for the HOMO energy (spin up / spin down): -4.1 / -4.1 eV.

```
! wB97M-V def2-TZVPD RIJCOSX def2/J DEFGRID3
* xyz -1 1
S 0.960 -0.841 0.442
H -1.723 -1.236 -0.049
O 0.801 3.071 1.343
O -1.648 2.723 1.181
S -1.527 -0.116 -0.801
H 0.341 -1.035 1.546
N 0.004 0.333 -0.149
O -0.384 1.552 2.840
S -0.359 2.171 1.566
*
```

***

Which is most stable? The ranking, best first, is version a, version b.